Record 1
ORCA calculation (the ωB97M-V functional and the def2-TZVPD basis) on a structure of composition C41H62ClCoN2O3SSe.

XYZ file:
```
112
C41H62ClCoN2O3SSe the ωB97M-V functional and the def2-TZVPD basis
Co 0.419 1.026 0.812
C -6.863 -0.415 1.255
C -5.991 -1.647 0.974
C -6.154 -2.066 -0.497
C -6.487 -2.797 1.852
C -4.522 -1.311 1.228
C -3.897 -0.321 0.480
C -2.552 -0.061 0.642
Se -1.765 1.342 -0.438
C -1.110 0.273 -1.914
C -2.001 -0.107 -2.893
C -1.590 -0.913 -3.949
C -0.255 -1.293 -3.954
C 0.685 -0.917 -2.996
C 0.270 -0.074 -1.924
O 1.069 0.374 -1.000
C 2.109 -1.475 -3.190
C 2.043 -3.013 -3.157
C 2.656 -1.022 -4.553
C 3.134 -1.047 -2.134
C -2.589 -1.326 -5.028
C -3.080 -0.071 -5.766
C -3.784 -2.039 -4.376
C -1.979 -2.277 -6.060
C -1.723 -0.754 1.570
O -0.448 -0.511 1.638
C -2.382 -1.720 2.385
C -3.735 -1.964 2.169
C -1.715 -2.543 3.505
C -0.252 -2.191 3.803
C -2.490 -2.329 4.817
C -1.764 -4.032 3.127
H -7.918 -0.642 1.076
H -6.578 0.422 0.618
H -6.747 -0.100 2.294
H -7.188 -2.352 -0.712
H -5.504 -2.915 -0.717
H -5.877 -1.252 -1.167
H -7.528 -3.020 1.608
H -6.438 -2.536 2.912
H -5.900 -3.702 1.685
H -4.448 0.265 -0.247
H -3.028 0.229 -2.812
H 0.084 -1.935 -4.757
H 1.443 -3.406 -3.979
H 1.596 -3.349 -2.219
H 3.048 -3.438 -3.237
H 2.014 -1.342 -5.375
H 3.651 -1.447 -4.718
H 2.733 0.066 -4.585
H 2.830 -1.379 -1.143
H 3.258 0.036 -2.124
H 4.099 -1.509 -2.368
H -3.567 0.621 -5.078
H -3.796 -0.340 -6.550
H -2.238 0.447 -6.228
H -4.306 -1.381 -3.681
H -3.441 -2.914 -3.821
H -4.499 -2.368 -5.137
H -1.148 -1.810 -6.591
H -2.739 -2.548 -6.797
H -1.627 -3.197 -5.588
H -4.205 -2.723 2.782
H -0.135 -1.131 4.007
H 0.398 -2.448 2.970
H 0.075 -2.753 4.685
H -2.477 -1.272 5.089
H -2.020 -2.898 5.623
H -3.530 -2.649 4.740
H -1.244 -4.199 2.181
H -2.791 -4.388 3.017
H -1.275 -4.633 3.899
Cl -0.952 1.695 4.429
C 0.759 2.011 4.288
C 1.568 1.713 5.369
C 2.931 1.967 5.312
C 3.459 2.526 4.151
C 2.642 2.813 3.079
C 1.253 2.551 3.083
C 0.432 2.804 1.919
H 1.126 1.288 6.261
H 3.566 1.725 6.155
H 4.517 2.757 4.094
H 3.062 3.234 2.172
H 0.853 3.556 1.250
H -0.614 3.000 2.142
C 3.395 5.918 0.312
N 4.641 5.182 0.142
C 5.566 5.844 -0.771
C 4.485 3.809 -0.178
S 3.191 3.241 -1.044
N 5.517 3.047 0.253
C 5.632 1.641 -0.082
C 6.492 3.518 1.217
H 3.641 6.954 0.550
H 2.837 5.489 1.143
H 2.763 5.891 -0.581
H 5.158 5.908 -1.788
H 6.506 5.294 -0.812
H 5.768 6.852 -0.407
H 5.093 1.444 -1.003
H 5.202 1.024 0.707
H 6.688 1.394 -0.214
H 6.201 4.496 1.586
H 7.486 3.586 0.763
H 6.544 2.819 2.054
C 2.760 -0.909 1.668
O 2.635 0.411 1.154
H 3.689 -1.378 1.323
H 1.912 -1.536 1.383
H 2.781 -0.825 2.755
H 2.523 0.359 0.183
```

**2S+1**: 4
**M**: 836.37 Da
**Expectation value of S²**: 3.762
**Charge**: -1
**Max |F|**: 0.47 eV/Å
**LUMO (spin up / spin down)**: 2.38 / 2.38 eV

Atomic partial charges in e from the Löwdin method, atoms 1 to 8: atom 1 (Co): 0.560, atom 2 (C): -0.053, atom 3 (C): -0.561, atom 4 (C): -0.054, atom 5 (C): -0.074, atom 6 (C): -0.189, atom 7 (C): -0.091, atom 8 (C): -0.368

***

Record 2
ORCA calculation (the ωB97M-V functional and the def2-TZVPD basis) on a structure of composition C41H62N11O6PTi at a distorted geometry.

XYZ file:
```
122
C41H62N11O6PTi the ωB97M-V functional and the def2-TZVPD basis
Ti 1.073 -0.902 0.676
C 3.736 -0.020 -0.789
N 3.169 0.080 0.556
C 4.065 -0.592 1.520
C 2.959 1.451 0.999
C 3.810 2.476 0.639
C 3.707 3.749 1.196
C 2.727 3.965 2.147
C 1.836 2.960 2.493
C 1.882 1.683 1.898
N 1.030 0.646 2.185
C -0.066 0.904 3.019
C -0.985 1.914 2.724
C -2.126 2.136 3.482
C -2.373 1.334 4.585
C -1.475 0.326 4.910
C -0.328 0.086 4.148
N 0.515 -0.992 4.425
C 1.912 -0.719 4.676
C 0.014 -2.115 5.169
H 3.092 0.523 -1.480
H 4.758 0.375 -0.838
H 3.754 -1.070 -1.077
H 5.033 -0.079 1.555
H 3.602 -0.585 2.504
H 4.211 -1.627 1.206
H 4.605 2.274 -0.067
H 4.390 4.532 0.895
H 2.640 4.932 2.629
H 1.086 3.166 3.242
H -0.784 2.523 1.849
H -2.816 2.925 3.207
H -3.255 1.488 5.194
H -1.659 -0.295 5.778
H 2.087 -0.463 5.733
H 2.500 -1.604 4.424
H 2.246 0.107 4.054
H -1.016 -2.334 4.881
H 0.627 -2.988 4.932
H 0.031 -1.970 6.263
O 3.866 -6.431 0.970
C 3.304 -5.365 0.919
C 3.040 -4.539 -0.342
O 3.410 -4.804 -1.470
C 2.284 -3.382 0.134
C 2.166 -3.384 1.521
O 1.615 -2.369 2.099
C 2.740 -4.585 2.113
O 2.788 -4.926 3.283
O 1.797 -2.385 -0.518
O -2.642 0.437 0.349
H -1.743 0.364 -0.047
H -2.567 1.206 0.924
C -4.512 -1.686 4.016
C -4.746 -2.684 2.889
C -5.166 -1.989 1.598
C -3.565 -3.636 2.670
N -2.487 -3.075 1.867
C -1.751 -1.973 2.005
N -0.933 -1.898 0.986
N -1.179 -2.979 0.216
N -2.092 -3.698 0.738
H -5.432 -1.139 4.232
H -3.760 -0.940 3.761
H -4.193 -2.184 4.934
H -5.564 -3.346 3.196
H -4.395 -1.314 1.220
H -6.064 -1.395 1.771
H -5.386 -2.710 0.808
H -3.889 -4.507 2.101
H -3.142 -3.987 3.613
H -1.829 -1.246 2.794
N 0.361 0.228 -0.787
P -0.003 0.802 -2.171
N -0.135 2.475 -2.272
C 1.130 3.245 -2.320
C 1.192 4.305 -1.234
C 0.015 5.276 -1.324
C -1.296 4.519 -1.614
C -1.127 3.033 -1.346
N 1.143 0.489 -3.381
C 0.943 1.044 -4.721
C 2.267 1.100 -5.471
C 2.855 -0.301 -5.595
C 2.965 -0.942 -4.217
C 1.634 -0.890 -3.476
N -1.526 0.335 -2.702
C -1.989 -1.025 -2.411
C -2.363 -1.771 -3.684
C -3.440 -1.012 -4.487
C -3.644 0.397 -3.934
C -2.306 1.081 -3.694
H 1.225 3.720 -3.306
H 1.978 2.566 -2.213
H 2.139 4.842 -1.318
H 1.215 3.813 -0.260
H 0.203 6.012 -2.111
H -0.065 5.835 -0.389
H -1.587 4.641 -2.661
H -2.117 4.908 -1.009
H -2.067 2.494 -1.477
H -0.820 2.866 -0.305
H 0.484 2.030 -4.648
H 0.248 0.401 -5.287
H 2.953 1.744 -4.911
H 2.117 1.553 -6.455
H 3.826 -0.277 -6.096
H 2.190 -0.907 -6.221
H 3.716 -0.406 -3.631
H 3.294 -1.980 -4.285
H 1.725 -1.317 -2.483
H 0.902 -1.500 -4.030
H -2.843 -0.995 -1.726
H -1.192 -1.549 -1.886
H -2.709 -2.771 -3.415
H -1.465 -1.906 -4.290
H -4.387 -1.556 -4.481
H -3.136 -0.935 -5.535
H -4.199 0.365 -2.993
H -4.233 1.000 -4.628
H -2.471 2.105 -3.348
H -1.778 1.163 -4.650
```

**2S+1**: 2
**M**: 883.86 Da
**Expectation value of S²**: 0.754
**Charge**: -1
**Max |F|**: 1.54 eV/Å
**LUMO (spin up / spin down)**: 2.31 / 2.31 eV

Atomic partial charges in e from the Löwdin method, atoms 1 to 8: atom 1 (Ti): 0.981, atom 2 (C): -0.086, atom 3 (N): -0.247, atom 4 (C): -0.033, atom 5 (C): -0.202, atom 6 (C): -0.046, atom 7 (C): -0.130, atom 8 (C): -0.118

***

Record 3
ORCA calculation (the ωB97M-V functional and the def2-TZVPD basis) on a cluster of 16 separate species, C41H63FN15OP2S in total at a distorted geometry.

XYZ file:
```
124
C41H63FN15OP2S the ωB97M-V functional and the def2-TZVPD basis
C 3.054 1.757 -6.240
C 2.251 0.519 -5.682
F 3.026 -0.655 -5.812
P 1.718 0.711 -3.870
S -0.109 1.839 -3.958
C 2.975 1.767 -2.964
O 3.414 1.260 -1.697
C 4.837 1.088 -1.811
C 5.321 0.015 -2.723
C 6.744 -0.309 -2.923
C 7.726 0.490 -2.169
C 7.253 1.574 -1.295
C 5.813 1.902 -1.090
P 1.300 -1.236 -3.047
C 2.465 -1.759 -1.699
C -0.493 -1.511 -2.604
H 2.707 2.077 -7.261
H 3.050 2.648 -5.557
H 4.123 1.435 -6.352
H 1.300 0.372 -6.267
H -1.060 1.007 -4.533
H 3.851 2.024 -3.634
H 2.473 2.768 -2.761
H 4.569 -0.582 -3.296
H 7.005 -1.157 -3.610
H 8.803 0.236 -2.298
H 8.052 2.163 -0.772
H 5.486 2.738 -0.420
H 2.021 -2.698 -1.240
H 3.483 -2.077 -2.067
H 2.544 -1.032 -0.842
H -1.158 -0.686 -2.971
H -0.598 -1.634 -1.491
H -0.807 -2.453 -3.137
C -2.801 -4.289 -0.459
C -1.436 -4.256 -1.039
N -0.379 -4.230 -1.490
H -3.331 -3.371 -0.706
H -3.354 -5.138 -0.860
H -2.740 -4.383 0.625
C -3.811 0.212 -7.028
C -2.953 -0.332 -5.939
N -2.298 -0.761 -5.093
H -4.338 -0.600 -7.528
H -4.540 0.907 -6.614
H -3.197 0.734 -7.752
C -0.181 3.191 -8.341
C -1.611 2.976 -8.008
N -2.719 2.810 -7.751
H 0.159 4.137 -7.918
H 0.420 2.380 -7.931
H -0.053 3.218 -9.423
C 5.493 -2.640 0.164
C 6.854 -2.580 -0.407
N 7.908 -2.533 -0.854
H 4.952 -1.727 -0.085
H 4.952 -3.497 -0.238
H 5.551 -2.733 1.249
C 1.946 1.393 2.057
C 2.419 -0.001 1.870
N 2.787 -1.080 1.726
H 0.935 1.390 2.467
H 2.607 1.921 2.745
H 1.940 1.915 1.099
C 0.662 0.635 5.667
C -0.558 1.050 4.919
N -1.500 1.371 4.342
H 0.548 0.873 6.724
H 0.814 -0.439 5.562
H 1.535 1.157 5.273
C -6.203 -2.631 -5.370
C -6.129 -3.392 -4.097
N -6.076 -3.997 -3.116
H -6.351 -1.571 -5.161
H -5.278 -2.755 -5.933
H -7.037 -2.995 -5.971
C -1.378 1.591 9.264
C -0.895 0.199 9.070
N -0.522 -0.899 8.929
H -2.387 1.578 9.668
H -0.721 2.118 9.959
H -1.385 2.119 8.311
C -3.964 -1.840 7.303
C -3.780 -0.413 7.661
N -3.633 0.691 7.941
H -4.017 -2.444 8.208
H -4.887 -1.963 6.736
H -3.124 -2.179 6.697
C 0.747 5.436 3.538
C 1.906 4.677 4.070
N 2.814 4.096 4.495
H 0.145 5.821 4.360
H 1.097 6.270 2.934
H 0.129 4.783 2.920
C -5.129 -0.675 -1.369
C -5.063 -1.454 -0.106
N -5.016 -2.058 0.870
H -5.274 0.381 -1.141
H -4.201 -0.796 -1.929
H -5.962 -1.029 -1.976
C -0.816 -5.389 7.589
C -0.580 -3.962 7.935
N -0.395 -2.850 8.205
H -0.885 -5.986 8.497
H -1.747 -5.486 7.030
H 0.006 -5.763 6.979
C 2.943 8.988 3.276
C 1.501 8.795 3.572
N 0.385 8.646 3.803
H 3.289 9.922 3.717
H 3.520 8.162 3.693
H 3.098 9.023 2.198
C -5.460 2.896 -10.938
C -5.326 1.656 -10.134
N -5.223 0.697 -9.512
H -6.410 2.891 -11.470
H -5.422 3.766 -10.283
H -4.647 2.958 -11.660
C -1.655 -7.637 11.800
C -1.727 -7.680 10.319
N -1.782 -7.713 9.171
H -0.617 -7.714 12.123
H -2.073 -6.698 12.164
H -2.222 -8.467 12.222
```

**2S+1**: 1
**M**: 895.07 Da
**Charge**: +1
**Max |F|**: 6.09 eV/Å
**LUMO**: -3.02 eV

Atomic partial charges in e from the Löwdin method, atoms 1 to 8: atom 1 (C): -0.065, atom 2 (C): -0.482, atom 3 (F): -0.082, atom 4 (P): 0.591, atom 5 (S): 0.492, atom 6 (C): -0.344, atom 7 (O): -0.159, atom 8 (C): -0.256

***

Record 4
ORCA calculation (the ωB97M-V functional and the def2-TZVPD basis) on a cluster of 7 separate species, C41H63N2O12S6 in total at a distorted geometry.

XYZ file:
```
124
C41H63N2O12S6 the ωB97M-V functional and the def2-TZVPD basis
C -0.312 -2.164 3.257
C -1.090 -1.651 2.244
C -0.486 -1.231 1.078
C 0.883 -1.332 0.996
C 1.572 -0.874 -0.294
C 2.346 0.390 -0.024
N 3.532 0.348 0.599
C 4.251 1.438 0.875
C 3.811 2.663 0.504
C 2.582 2.781 -0.141
C 1.858 1.627 -0.390
C 0.530 1.756 -1.052
C 0.312 1.371 -2.379
C -0.965 1.526 -2.868
N -2.023 2.026 -2.247
C -1.813 2.388 -0.986
C -0.565 2.272 -0.408
C 1.663 -1.815 2.008
C 1.060 -2.254 3.173
H -0.798 -2.513 4.166
H -2.166 -1.565 2.334
H -1.056 -0.832 0.244
H 0.844 -0.693 -1.080
H 2.284 -1.658 -0.586
H 3.871 -0.572 0.872
H 5.185 1.292 1.408
H 4.391 3.553 0.719
H 2.204 3.752 -0.445
H 1.114 0.941 -2.975
H -1.124 1.220 -3.905
H -2.637 2.791 -0.401
H -0.443 2.605 0.619
H 2.753 -1.857 1.917
H 1.698 -2.633 3.964
C -6.050 -1.093 2.911
C -6.601 -0.272 4.082
C -5.489 0.681 4.538
S -4.475 0.996 3.092
O -3.158 0.444 3.318
O -4.651 2.366 2.667
C -5.368 -0.086 1.986
H -6.837 -1.638 2.396
H -5.327 -1.810 3.275
H -7.466 0.306 3.748
H -6.930 -0.909 4.900
H -5.885 1.625 4.906
H -4.855 0.224 5.297
H -4.675 -0.545 1.283
H -6.099 0.520 1.450
C 6.369 -4.390 4.870
C 5.452 -3.636 5.842
C 5.520 -2.148 5.477
S 5.898 -2.081 3.724
O 7.196 -1.485 3.550
O 4.740 -1.592 3.001
C 6.038 -3.847 3.484
H 6.216 -5.466 4.923
H 7.414 -4.184 5.112
H 4.428 -3.997 5.730
H 5.743 -3.798 6.879
H 4.575 -1.641 5.659
H 6.322 -1.639 6.010
H 6.807 -4.055 2.742
H 5.072 -4.213 3.136
C 1.531 1.185 -7.619
C 0.214 1.156 -6.832
C 0.015 -0.275 -6.314
S 1.660 -0.968 -6.125
O 1.812 -2.050 -7.060
O 1.952 -1.130 -4.715
C 2.547 0.455 -6.746
H 1.849 2.194 -7.836
H 1.408 0.659 -8.567
H 0.279 1.848 -5.987
H -0.629 1.470 -7.447
H -0.492 -0.295 -5.352
H -0.526 -0.891 -7.030
H 3.430 0.127 -7.292
H 2.840 1.064 -5.889
C -6.487 -6.272 5.761
C -7.381 -5.469 6.714
C -7.192 -3.984 6.378
S -6.750 -3.919 4.638
O -5.397 -3.431 4.534
O -7.836 -3.341 3.889
C -6.725 -5.686 4.373
H -6.718 -7.336 5.789
H -5.439 -6.146 6.044
H -8.424 -5.751 6.560
H -7.139 -5.667 7.757
H -8.103 -3.412 6.535
H -6.374 -3.544 6.947
H -5.946 -5.939 3.657
H -7.702 -5.975 3.984
C -2.115 3.846 4.414
C -2.166 5.372 4.561
C -1.003 5.953 3.744
S -0.690 4.780 2.422
O 0.625 4.205 2.610
O -1.084 5.358 1.160
C -1.917 3.578 2.928
H -3.023 3.373 4.784
H -1.270 3.448 4.981
H -3.114 5.744 4.166
H -2.103 5.680 5.604
H -1.251 6.919 3.311
H -0.095 6.035 4.340
H -1.560 2.571 2.716
H -2.830 3.777 2.367
C 5.217 3.357 -11.861
C 6.106 2.245 -11.289
C 5.323 1.571 -10.155
S 3.584 1.773 -10.558
O 2.973 2.619 -9.559
O 3.020 0.495 -10.906
C 3.837 2.733 -12.044
H 5.608 3.744 -12.801
H 5.161 4.186 -11.152
H 6.324 1.515 -12.071
H 7.058 2.634 -10.931
H 5.550 0.510 -10.079
H 5.504 2.058 -9.198
H 3.041 3.467 -12.147
H 3.824 2.044 -12.889
```

**2S+1**: 1
**M**: 968.36 Da
**Charge**: +1
**Max |F|**: 1.99 eV/Å
**LUMO**: -2.95 eV

Atomic partial charges in e from the Löwdin method, atoms 1 to 8: atom 1 (C): -0.076, atom 2 (C): -0.068, atom 3 (C): -0.021, atom 4 (C): -0.221, atom 5 (C): -0.028, atom 6 (C): -0.113, atom 7 (N): 0.172, atom 8 (C): -0.019

***

no.,total energy (eV)
1,-178980.3421
2,-104610.0149
3,-100053.0598
4,-136093.9418